(1)
Below is a structure of composition C16H44N4O4 in a non-equilibrium geometry, with properties calculated with ωB97M-V/def2-TZVPD.

Output
DFT total energy: -31443.3088 eV

The geometry in XYZ format:
```
68
Properties=species:S:1:pos:R:3:forces:R:3:lowdin_charge:R:1
C 2.69097 -0.80263 -1.20382 -1.568 -0.772 0.314 -0.062
C 3.00021 0.05578 -2.38085 0.514 0.518 0.072 -0.391
C 2.36206 1.50553 -2.36924 1.052 -1.921 -1.159 -0.156
O 0.96800 1.30998 -2.41208 0.693 0.607 -4.901 -0.294
C 0.26033 2.43540 -2.85805 -0.072 -0.417 -1.086 -0.056
N 4.44864 0.08590 -2.57262 0.033 0.790 -0.396 0.051
H 1.63970 -0.63210 -0.97176 0.234 -0.329 0.310 0.060
H 3.26912 -0.62499 -0.29702 0.063 -0.307 -0.402 0.070
H 2.65913 -1.84736 -1.51306 0.740 -0.127 0.184 0.100
H 2.52885 -0.49956 -3.19173 0.007 0.498 -0.556 0.137
H 2.66667 1.97751 -3.30334 0.153 0.270 0.029 0.129
H 2.69996 2.08681 -1.51131 -0.104 0.172 0.119 0.128
H 0.69459 2.78475 -3.79479 0.161 0.236 -0.116 0.093
H 0.30857 3.25212 -2.13782 -0.548 -0.015 0.120 0.104
H -0.70078 2.00859 -3.14474 -0.455 0.759 0.537 0.108
H 4.96722 -0.09908 -1.72589 -0.217 -0.242 0.236 0.065
H 4.70899 1.03217 -2.81117 0.342 0.085 -0.432 0.060
C -4.96397 -0.75189 -1.39479 0.765 -0.259 -0.593 -0.055
C -3.41248 -0.86737 -1.22998 0.004 -0.456 -0.514 -0.389
C -2.60348 -1.27264 -2.53889 -2.736 0.688 1.614 -0.180
O -3.32303 -2.38272 -3.08267 2.531 0.816 -0.775 -0.186
C -2.55107 -2.94596 -4.17676 -2.025 -1.495 0.462 -0.094
N -2.89781 0.34014 -0.67816 -8.849 3.633 -1.032 -0.028
H -5.50053 -1.66914 -1.63737 0.364 -0.435 0.523 0.062
H -5.26223 -0.13795 -2.24461 0.359 0.638 0.156 0.069
H -5.31759 -0.31821 -0.45938 -0.301 -0.031 -0.169 0.065
H -3.22309 -1.63336 -0.47799 -0.086 -0.961 -0.108 0.127
H -1.55094 -1.40235 -2.28700 -0.303 -0.997 -0.437 0.095
H -2.68183 -0.41644 -3.20885 0.083 0.226 -0.344 0.119
H -3.32856 -3.17171 -4.90659 0.292 0.096 -0.509 0.080
H -2.23190 -3.92686 -3.82452 0.555 -0.010 -0.073 0.079
H -1.72408 -2.41855 -4.65219 -0.178 0.586 0.519 0.084
H -1.89263 0.37349 -0.58541 -6.491 -0.081 -1.145 -0.231
H -3.31714 0.50891 0.22505 -0.678 0.154 -0.319 0.058
C 0.24793 -2.18993 4.61416 -0.161 -0.411 -0.304 -0.061
C 0.22391 -1.30374 3.31506 1.766 -0.108 3.628 -0.397
C 0.95786 0.07830 3.61480 -2.278 -1.270 -1.414 -0.224
O 0.08658 0.86613 4.40538 1.112 1.049 0.531 -0.202
C 0.63871 2.18536 4.76326 -1.275 -1.682 -0.482 -0.052
N 0.88901 -2.00228 2.24399 -0.631 -0.437 -1.005 0.064
H 1.23090 -2.31257 5.06897 0.392 0.076 -0.473 0.066
H -0.10546 -3.18537 4.34527 0.075 -0.113 -0.073 0.064
H -0.35564 -1.90165 5.47480 -0.371 0.671 -0.384 0.067
H -0.83207 -1.17198 3.07914 0.415 -0.149 0.149 0.111
H 0.99837 0.43337 2.58506 0.250 0.730 0.784 0.054
H 1.97286 -0.08477 3.97709 -0.015 -0.064 0.613 0.127
H 1.23184 2.58402 3.94024 0.278 -0.021 0.120 0.075
H 1.17386 2.07256 5.70613 0.244 0.310 -0.145 0.085
H -0.24721 2.80964 4.87946 0.188 0.135 0.229 0.084
H 0.50045 -1.63861 1.38558 0.033 -0.119 -0.250 0.039
H 1.87530 -1.82522 2.11766 0.222 0.148 0.630 0.075
C -1.28872 0.90244 1.64956 0.683 0.571 -2.158 0.054
C -0.76211 0.93849 0.12402 4.216 2.074 1.731 -0.274
C 0.74825 1.32456 -0.14436 -1.691 -1.128 2.975 -0.166
O 1.45229 0.61689 0.85821 -0.033 0.159 -0.386 -0.272
C 2.70898 1.06638 1.18281 0.294 0.872 1.911 -0.137
N -1.00090 -0.26338 -0.59807 11.436 -6.222 0.237 0.016
H -1.11714 -0.00662 2.22600 -0.231 0.384 -1.093 0.041
H -2.35796 1.08739 1.54652 0.305 0.303 0.763 0.073
H -0.74264 1.65574 2.21739 -0.459 0.310 -0.133 0.084
H -1.38446 1.58881 -0.49069 0.460 1.529 0.908 0.136
H 0.75163 2.41450 -0.15377 0.908 0.377 0.702 0.134
H 1.11754 0.93225 -1.09189 -1.405 0.332 3.147 0.001
H 3.03291 0.43628 2.01116 0.374 -0.164 -0.135 0.090
H 2.55118 2.03654 1.65397 0.570 0.584 -0.073 0.100
H 3.52388 1.12386 0.46119 -0.377 -0.023 -0.519 0.084
H -0.52603 -0.15051 -1.48230 0.327 -0.266 -0.179 0.107
H -0.58379 -1.05310 -0.12641 0.050 -0.356 0.017 0.133
```
Positions in Å, forces in eV/Å.



(2)
Below is a cluster of 6 separate species, C16H46Cl3O20P5 in total in a non-equilibrium geometry, with properties calculated with ωB97M-V/def2-TZVPD.

Output
SMILES: COP(=O)(OC)OC.COP(=O)(OC)OC.COP(=O)(OC)OC.COP(=O)(OC)OC.COP(=O)(OC)OC.ClC(Cl)Cl
DFT total energy: -142309.8611 eV

The geometry in XYZ format:
```
90
Properties=species:S:1:pos:R:3:forces:R:3:lowdin_charge:R:1
C -0.13333 -1.69775 5.63855 0.045 -0.925 0.847 -0.085
O 0.92540 -1.28850 4.78899 0.216 0.326 -1.076 -0.222
P 1.02459 0.21554 4.26907 -0.987 1.883 0.330 0.453
O -0.23687 0.90734 3.84032 1.528 -1.348 0.511 -0.261
O 1.73242 1.02094 5.51121 0.367 -1.748 -1.886 -0.214
C 1.04470 2.03969 6.17046 -0.760 0.476 1.113 -0.128
O 2.11755 0.14882 3.12712 -0.089 -0.953 0.733 -0.209
C 3.17476 -0.86704 3.19958 -0.167 0.953 0.379 -0.051
H -0.02154 -1.15325 6.56157 -0.293 0.171 0.500 0.084
H -0.03426 -2.77794 5.86898 0.311 0.651 -0.312 0.103
H -1.12328 -1.57084 5.22755 -0.134 0.417 -0.409 0.087
H 0.05550 2.11783 5.74796 -0.436 0.216 0.126 0.065
H 1.52194 3.00995 6.09223 0.398 0.020 -0.276 0.088
H 1.00295 1.77674 7.23706 -0.140 0.113 -0.248 0.094
H 3.88683 -0.54867 2.46137 0.259 -0.111 -0.363 0.087
H 2.80076 -1.86316 3.02152 -0.286 -0.114 -0.207 0.082
H 3.64625 -0.83096 4.17794 0.023 0.000 0.100 0.089
C 3.02075 -5.04456 -0.27135 -0.484 -2.376 0.133 -0.053
O 2.28207 -5.59694 -1.39503 -0.363 0.466 0.265 -0.275
P 2.30777 -7.16550 -1.69049 -1.471 0.685 -1.063 0.386
O 3.55905 -7.75295 -1.24907 0.363 -0.844 0.322 -0.223
O 0.94113 -7.78918 -1.10590 1.131 0.614 -0.288 -0.206
C -0.32410 -7.14204 -1.40036 0.619 0.751 -1.847 -0.085
O 2.05255 -7.14003 -3.28612 -0.495 -0.298 1.109 -0.263
C 3.17953 -6.94222 -4.18201 -0.646 -1.635 1.151 -0.055
H 2.42532 -5.19552 0.64470 0.375 -0.248 -0.184 0.093
H 3.06572 -3.99398 -0.39395 0.577 0.911 -0.526 0.070
H 3.95712 -5.65024 -0.26865 -0.365 1.127 0.506 0.095
H -0.69876 -7.50780 -2.37870 0.139 0.085 0.689 0.100
H -0.17984 -6.04867 -1.52876 -0.118 -0.686 0.388 0.056
H -1.03176 -7.34404 -0.62664 -0.196 -0.263 0.562 0.080
H 4.02110 -7.36863 -3.59391 -0.002 0.172 -1.260 0.090
H 3.28992 -5.89536 -4.31961 0.297 0.926 -0.395 0.066
H 2.86467 -7.47308 -5.10941 0.808 0.412 0.665 0.107
C -2.42953 -1.33882 -2.83701 -0.362 -0.616 -0.745 -0.061
O -2.75565 -2.71719 -3.11315 -0.247 -0.430 -0.020 -0.200
P -1.74877 -3.86443 -2.77591 0.287 -1.947 1.290 0.359
O -2.20439 -5.28007 -2.95109 0.124 2.149 0.340 -0.239
O -1.25205 -3.49927 -1.24987 -1.046 -1.374 -1.373 -0.269
C -2.26614 -3.88172 -0.27966 1.201 1.207 0.940 -0.102
O -0.49375 -3.48310 -3.59899 1.354 -0.030 0.156 -0.206
C 0.64942 -4.40159 -3.74482 0.288 1.892 -1.012 -0.044
H -1.64680 -1.02031 -3.52156 -0.180 0.242 -0.101 0.095
H -2.11375 -1.19861 -1.83201 0.320 -0.062 0.844 0.017
H -3.38850 -0.87710 -2.97140 -0.109 0.794 -0.278 0.093
H -2.14393 -3.02970 0.39772 -0.572 -0.580 0.533 0.046
H -2.05863 -4.83738 0.21962 0.138 0.265 -0.348 0.088
H -3.26815 -3.87324 -0.66459 -0.428 -0.078 -0.439 0.080
H 0.34309 -5.41481 -3.70762 -0.477 -0.849 -0.057 0.050
H 1.50389 -4.25541 -3.04352 -1.112 0.358 -0.291 0.090
H 0.92036 -4.08621 -4.76173 0.572 -0.746 0.291 0.101
C -0.44890 6.39605 -5.80335 0.752 -1.356 0.010 -0.069
O -0.85866 5.19363 -5.17224 -0.407 -0.613 -0.743 -0.199
P -0.03016 4.69661 -3.95831 -0.820 -2.446 1.104 0.267
O 1.23450 3.97825 -4.02616 1.034 0.263 -0.950 -0.215
O -0.03699 5.94839 -3.05948 0.110 1.355 1.246 -0.200
C 0.47191 5.87011 -1.70483 -0.033 -1.890 0.097 -0.063
O -1.10814 3.72697 -3.33387 -1.161 0.285 0.774 -0.229
C -1.27964 2.37037 -3.71135 -1.584 0.755 -0.493 -0.114
H 0.62111 6.24476 -5.93681 0.167 0.948 -0.466 0.096
H -0.70283 7.15060 -5.10530 -0.016 1.347 0.101 0.077
H -0.98104 6.40862 -6.73040 -0.150 0.497 -0.543 0.089
H 1.49645 5.47604 -1.69984 -0.034 0.423 -0.278 0.089
H -0.11145 5.08904 -1.15172 0.139 1.120 -0.288 0.068
H 0.41847 6.84561 -1.25467 -0.222 0.170 0.084 0.085
H -2.12462 1.93919 -3.16273 0.268 0.326 0.260 0.078
H -0.39413 1.87948 -3.47281 1.489 -1.272 0.083 0.059
H -1.57291 2.28616 -4.76448 0.445 0.049 0.007 0.097
C -2.83043 3.33384 3.46931 -0.695 -0.328 0.798 -0.099
O -2.49453 4.11053 2.32444 0.328 0.455 0.499 -0.230
P -1.16406 4.95210 2.32430 0.857 0.018 0.715 0.375
O -1.12829 5.71475 1.07799 0.521 0.235 0.103 -0.226
O -0.01609 3.87744 2.63800 -1.111 0.172 -0.244 -0.258
C 1.29674 4.21650 2.21197 -0.050 1.118 -0.367 -0.089
O -0.97751 5.83633 3.69558 -0.599 -0.895 -1.234 -0.232
C -1.62743 7.11083 3.69243 -0.134 0.394 1.094 -0.110
H -3.67598 2.69576 3.11636 0.622 0.461 0.624 0.086
H -3.16421 4.03594 4.31289 0.514 -1.217 -1.044 0.112
H -1.95960 2.69127 3.74331 -0.733 0.456 0.115 0.069
H 1.74206 4.91304 2.93055 0.075 -0.193 0.011 0.092
H 1.19665 4.76137 1.25307 0.487 -0.531 0.255 0.080
H 1.88036 3.30963 2.14479 0.036 -0.151 -0.152 0.086
H -2.22541 7.20919 2.81533 -0.450 0.254 -0.734 0.060
H -0.85081 7.90578 3.67229 -0.631 -0.472 0.332 0.101
H -2.32665 7.15997 4.57417 0.995 0.158 -0.688 0.103
Cl -3.34282 0.70218 0.66487 0.405 0.023 -0.140 0.510
C -1.55176 0.85676 0.82611 -0.670 0.470 1.120 -1.493
Cl -0.96626 2.21380 -0.14443 -0.053 -0.453 0.169 0.617
Cl -0.78010 -0.66079 0.44492 0.322 -0.154 -0.239 0.610
H -1.39012 1.02486 1.90944 0.210 0.202 -0.814 -0.018
```
Positions in Å, forces in eV/Å.



(3)
Below is a structure of composition C16H46Fe2N2O14P in a non-equilibrium geometry, with properties calculated with ωB97M-V/def2-TZVPD.

Output
⟨S²⟩: 24.765
multiplicity: 10
DFT total energy: -127044.8419 eV

The geometry in XYZ format:
```
81
Properties=species:S:1:pos:R:3:forces:R:3:lowdin_charge:R:1
Fe -0.66622 2.56306 -1.83248 -1.368 1.735 -1.391 0.802
Fe -1.26112 -0.76355 0.23686 -2.175 0.146 1.392 0.711
P 0.56357 0.84903 -0.73632 -2.994 -0.492 2.552 0.081
O 0.55729 0.99819 -2.19621 3.111 -1.661 -4.603 -0.369
O -0.94385 0.98082 -0.59852 -6.740 -1.098 0.845 -0.451
O 0.68707 2.25611 -0.23687 4.877 2.693 1.714 -0.333
O 0.63105 -0.48754 0.01988 4.255 0.355 -0.342 -0.339
C -2.57693 0.84758 4.10828 -0.738 0.135 -0.137 -0.046
C -2.52092 -0.03053 2.83737 -1.623 1.480 1.430 -0.391
C -3.52339 0.55766 1.77119 1.601 -1.222 0.089 -0.083
O -3.31020 -0.20384 0.52011 -0.802 0.040 1.296 -0.266
C -4.22551 0.11770 -0.51311 -0.629 0.710 0.300 -0.074
N -1.19219 0.02211 2.33609 0.698 -0.265 -1.084 0.047
H -3.51467 0.69282 4.64194 -0.022 -0.022 0.166 0.079
H -2.50934 1.91180 3.88253 0.166 0.041 -0.141 0.078
H -1.74701 0.59220 4.76716 -0.066 -0.061 0.042 0.086
H -2.77649 -1.01187 3.23707 -0.203 -0.416 -0.837 0.139
H -3.26259 1.60098 1.59352 0.259 0.053 -0.174 0.110
H -4.53146 0.56356 2.18576 -0.270 -0.584 -0.469 0.133
H -5.23281 -0.12870 -0.17734 -0.167 0.038 -0.002 0.094
H -4.06831 -0.40077 -1.45893 0.523 -0.188 0.399 0.082
H -4.16509 1.18765 -0.71223 -0.050 0.111 -0.148 0.093
H -0.52197 -0.11233 3.07961 0.237 -0.459 0.089 0.111
H -1.06844 0.99992 2.11547 0.402 0.657 -0.417 0.063
C -1.88946 -3.95223 -2.56707 0.596 0.575 1.310 -0.019
C -1.92965 -3.14198 -1.22878 -0.496 0.566 -1.895 -0.362
C -0.96671 -3.59287 -0.18372 0.797 0.158 1.053 -0.129
O -1.09352 -2.73974 1.02240 -0.020 -0.902 -0.870 -0.271
C -0.52082 -3.29338 2.23594 -0.252 0.211 -0.835 -0.033
N -1.68741 -1.70713 -1.56284 -0.690 -0.750 0.096 0.042
H -0.95701 -3.65891 -3.04934 0.221 -0.510 -0.079 0.080
H -2.66582 -3.60899 -3.25085 -0.264 -0.231 0.273 0.083
H -1.95133 -5.01527 -2.33423 -0.007 -0.052 -0.487 0.081
H -2.93994 -3.19842 -0.82353 -0.081 0.078 0.187 0.145
H 0.06362 -3.48457 -0.52253 0.154 -0.021 -0.168 0.130
H -1.13086 -4.64490 0.04951 -0.135 0.005 0.306 0.137
H -0.45468 -2.49326 2.97319 -0.336 -0.118 -0.101 0.083
H 0.50403 -3.62864 2.07663 -0.054 -0.150 -0.185 0.088
H -1.19283 -4.10440 2.51655 0.272 -0.043 0.432 0.097
H -2.41884 -1.43097 -2.20226 -0.321 0.317 0.130 0.098
H -0.86471 -1.54582 -2.12608 0.713 -0.601 -0.239 0.071
C -1.11910 4.24736 1.61643 -1.106 -0.155 -0.430 -0.202
C -2.15829 4.40539 0.47361 0.855 0.555 0.389 -0.168
O -1.47747 4.28656 -0.80657 -0.601 -0.177 0.767 -0.211
O -0.76341 2.89044 1.74741 -1.030 0.519 1.267 -0.101
H -1.61904 4.55205 2.53585 0.112 0.055 0.187 0.117
H -0.23426 4.86442 1.46029 -0.029 0.138 -0.121 0.129
H -2.66166 5.36977 0.40517 0.129 0.189 0.661 0.117
H -2.95672 3.67696 0.61505 0.227 -0.379 -0.378 0.102
H -1.60209 5.13928 -1.22958 0.271 -0.118 -0.617 0.082
H -0.20900 2.65237 1.00071 0.724 -0.298 -0.740 -0.008
C 1.83152 -1.22776 -4.35673 -0.277 0.422 1.169 -0.210
C 2.40743 0.14616 -4.62718 0.023 -0.239 0.243 -0.248
O 2.76753 0.81888 -3.42751 1.154 -0.302 -1.280 -0.080
O 0.50549 -1.17402 -3.77636 -0.269 -0.998 -1.020 -0.115
H 2.44523 -1.68749 -3.58206 0.414 -0.300 -0.286 0.103
H 1.81927 -1.81766 -5.27323 -0.311 -0.096 0.098 0.115
H 1.71161 0.70789 -5.25038 -0.300 0.331 0.099 0.117
H 3.28842 0.00633 -5.25362 0.323 0.104 0.224 0.114
H 2.00630 0.81758 -2.84258 -0.337 0.318 -0.114 -0.018
H 0.41651 -0.41446 -3.19605 0.385 0.656 0.013 0.004
C 3.48098 -1.76421 1.39939 -2.029 -1.553 -1.090 -0.179
C 3.05116 -2.59807 0.10878 0.735 1.408 0.505 -0.211
O 2.64100 -1.73266 -0.92834 1.123 -0.348 -0.522 -0.093
O 2.29432 -1.20557 1.99438 0.988 -0.346 0.486 -0.098
H 4.18721 -0.99094 1.09709 0.170 -0.164 0.183 0.090
H 3.86226 -2.48608 2.12163 0.430 0.308 0.091 0.112
H 2.19837 -3.25360 0.28518 0.201 -0.472 0.715 0.092
H 3.91048 -3.15423 -0.26586 -0.050 -0.193 0.080 0.115
H 1.88553 -1.25203 -0.58214 -0.438 0.074 -0.132 -0.025
H 1.69709 -0.95083 1.28726 -0.227 0.369 -0.190 -0.002
C 3.79557 3.11934 0.83458 0.076 -0.642 -0.324 -0.237
C 4.28165 1.62933 0.90328 0.152 1.296 0.164 -0.215
O 5.59446 1.50031 0.28622 -1.285 -0.185 0.518 -0.069
O 2.48317 3.30978 1.30583 0.721 0.143 1.145 -0.091
H 3.83438 3.50128 -0.18558 0.423 -0.172 -0.266 0.116
H 4.46287 3.72103 1.45165 0.053 0.001 -0.022 0.115
H 3.56050 0.93324 0.47492 -0.093 0.173 -0.442 0.085
H 4.30797 1.36498 1.96041 0.325 -0.101 0.135 0.114
H 5.46310 0.80821 -0.36597 0.336 0.044 -0.252 0.072
H 1.88484 2.87972 0.69048 -0.351 -0.121 -0.412 -0.008
```
Positions in Å, forces in eV/Å.